No. 1
{"formula": "C47H55IN7OS6W", "method": "ωB97M-V/def2-TZVPD", "spin_multiplicity": 3, "charge": 1, "homo_lumo_gap_ev": [4.846, 5.103], "e_lumo_ev": [-3.285, -3.409], "fmax_ev_per_a": 3.08, "mol_weight_g_mol": 1237.15, "species": ["W", "S", "C", "S", "C", "C", "S", "S", "S", "C", "C", "C", "C", "C", "C", "C", "N", "C", "C", "C", "C", "C", "C", "C", "N", "C", "C", "C", "C", "H", "H", "H", "H", "H", "H", "H", "H", "H", "H", "H", "H", "H", "H", "H", "H", "H", "H", "H", "H", "H", "H", "H", "H", "N", "C", "C", "C", "C", "C", "C", "S", "N", "C", "C", "C", "C", "C", "C", "N", "H", "H", "H", "H", "H", "H", "H", "H", "H", "N", "C", "O", "C", "I", "H", "H", "H", "H", "C", "C", "C", "C", "C", "C", "C", "C", "N", "C", "C", "C", "C", "H", "H", "H", "H", "H", "H", "H", "H", "H", "H", "H", "H", "H", "H", "H", "H", "H", "H"], "coordinates": [[-0.1375, 0.0598, -0.1446], [-4.8015, -4.4474, 3.7194], [-3.8020, -3.4943, 2.8675], [-4.2095, -1.8531, 2.3984], [-2.7809, -1.5639, 1.4369], [-1.8466, -2.5496, 1.4264], [-0.6304, -2.4896, 0.1681], [-2.2038, -4.0008, 2.3429], [-2.6777, -0.1745, 0.4350], [-0.0184, -5.1013, -4.7016], [1.3241, -4.3911, -4.4780], [1.8689, -3.9109, -5.8322], [2.3040, -5.4015, -3.8701], [1.1462, -3.1813, -3.5814], [2.1073, -2.7812, -2.6348], [1.8457, -1.7483, -1.7682], [0.6980, -1.0428, -1.7583], [-0.1578, -1.2966, -2.7906], [0.0340, -2.3653, -3.6696], [-1.2314, -0.3397, -2.9032], [-2.0142, -0.1714, -4.0525], [-2.8824, 0.8961, -4.1644], [-2.9623, 1.7454, -3.0467], [-2.1954, 1.5056, -1.9364], [-1.3200, 0.4938, -1.8452], [-3.6945, 1.1970, -5.4062], [-3.2880, 2.5835, -5.9300], [-5.1846, 1.1939, -5.0414], [-3.4656, 0.1725, -6.5197], [0.1495, -6.0330, -5.2358], [-0.6993, -4.5027, -5.2999], [-0.4991, -5.3314, -3.7534], [2.0249, -4.7634, -6.4882], [2.8193, -3.3971, -5.7062], [1.1692, -3.2310, -6.3130], [2.3047, -6.3094, -4.4678], [2.0127, -5.6640, -2.8549], [3.3211, -5.0187, -3.8607], [3.0495, -3.2964, -2.5570], [2.5861, -1.4430, -1.0378], [-0.7227, -2.5577, -4.4097], [-1.8967, -0.8733, -4.8597], [-3.6249, 2.5944, -3.0448], [-2.2867, 2.1447, -1.0654], [-3.5152, 3.3670, -5.2124], [-3.8275, 2.7998, -6.8481], [-2.2220, 2.6131, -6.1460], [-5.4107, 1.9296, -4.2756], [-5.4798, 0.2153, -4.6704], [-5.7789, 1.4246, -5.9215], [-2.4235, 0.1526, -6.8301], [-4.0639, 0.4462, -7.3850], [-3.7683, -0.8239, -6.2060], [-0.9966, 3.6579, 2.3845], [-1.4630, 3.6027, 3.6936], [-1.1077, 4.7050, 4.4895], [-1.4853, 4.8059, 5.8057], [-2.2686, 3.8048, 6.3761], [-2.6665, 2.7395, 5.6092], [-2.2936, 2.6096, 4.2621], [-2.9836, 1.2837, 3.3985], [-0.5992, 1.3470, 1.7543], [-0.5871, 2.7307, 1.4576], [-0.1727, 3.1136, 0.1819], [-0.2096, 4.4540, -0.3080], [0.2421, 4.7454, -1.5596], [0.7343, 3.6956, -2.3598], [0.7115, 2.4156, -1.8584], [0.2908, 2.0879, -0.6281], [-0.7439, 4.6059, 2.1329], [-0.5088, 5.4887, 4.0436], [-1.1772, 5.6605, 6.3851], [-2.5798, 3.8755, 7.4059], [-3.3040, 1.9753, 6.0280], [-0.6368, 5.2307, 0.3073], [0.2019, 5.7538, -1.9407], [1.1038, 3.8911, -3.3531], [1.0721, 1.5986, -2.4725], [3.9017, 2.7745, -1.0615], [3.9024, 1.4418, -1.2108], [2.8950, 0.7621, -1.1598], [5.2642, 0.8298, -1.4518], [6.4482, 0.9513, 0.3516], [3.0273, 3.2559, -0.9272], [4.7522, 3.3112, -1.0584], [5.8081, 1.3584, -2.2301], [5.1667, -0.2219, -1.7054], [0.3972, -5.3719, 0.3533], [0.9634, -4.4149, 1.3466], [1.4965, -4.8149, 2.5159], [2.0423, -3.8701, 3.4287], [2.7094, -4.3434, 4.6778], [1.9709, -2.5267, 3.1796], [1.3978, -1.9592, 2.0105], [0.9731, -2.9723, 0.9795], [1.2369, -0.6963, 1.6901], [1.5631, 0.4415, 2.5693], [2.3711, 1.4399, 1.7361], [0.1881, 1.0128, 2.9499], [2.3322, 0.3064, 3.8954], [0.8125, -6.3651, 0.5003], [0.5887, -5.0447, -0.6668], [-0.6832, -5.4438, 0.4858], [1.5335, -5.8624, 2.7692], [2.7107, -5.4276, 4.7403], [2.1991, -3.9419, 5.5529], [3.7400, -3.9883, 4.7062], [2.3883, -1.8941, 3.9333], [1.6311, -2.8669, 0.1089], [1.9296, 1.5435, 0.7479], [3.3834, 1.0619, 1.6202], [2.4126, 2.4055, 2.2320], [-1.6138, 1.1567, 2.0886], [0.3138, 1.8874, 3.5958], [-0.3501, 0.2490, 3.5236], [3.3167, -0.1322, 3.7590], [1.7666, -0.2187, 4.6616], [2.4905, 1.3191, 4.2648]], "forces_ev_per_angstrom": [[-2.1, -0.9, 2.1], [0.1, 0.0, 0.1], [0.0, 0.0, -0.1], [0.4, -0.4, -0.1], [0.5, -0.5, 0.2], [-0.3, 0.0, 0.3], [0.3, 0.3, 0.6], [-0.3, 0.3, 0.0], [0.7, -0.1, -0.8], [0.1, 0.1, 0.1], [0.0, -0.2, -0.2], [0.0, 0.0, 0.2], [-0.1, 0.2, -0.1], [0.1, 0.3, 0.3], [-0.3, 0.0, -0.2], [0.5, 0.0, 0.0], [0.1, -0.3, -1.0], [0.6, -0.3, -0.1], [0.0, 0.2, 0.2], [-0.4, 0.5, 0.0], [0.1, 0.0, 0.3], [0.1, 0.0, 0.3], [0.2, -0.3, -0.1], [-0.4, 0.5, 0.0], [-0.1, -0.3, -1.0], [-0.1, 0.0, -0.2], [0.0, -0.2, 0.1], [0.2, 0.0, 0.0], [0.0, 0.2, 0.2], [0.0, -0.1, -0.1], [-0.1, 0.1, -0.1], [-0.1, -0.1, 0.1], [0.0, -0.1, -0.1], [0.1, 0.1, 0.0], [-0.1, 0.1, -0.1], [0.0, -0.1, -0.1], [0.0, -0.1, 0.1], [0.1, 0.0, 0.1], [0.1, -0.1, 0.1], [-0.2, -0.1, 0.0], [-0.1, 0.0, -0.1], [0.0, 0.0, -0.1], [-0.1, 0.1, 0.0], [0.0, -0.1, 0.0], [0.0, 0.1, 0.1], [-0.1, 0.0, -0.1], [0.1, 0.0, 0.0], [-0.1, 0.1, 0.1], [-0.1, -0.1, 0.0], [-0.1, 0.0, -0.1], [0.1, -0.1, -0.1], [-0.1, 0.0, -0.1], [0.0, -0.2, 0.0], [0.5, -0.2, -1.2], [-0.4, -0.1, 1.2], [0.1, 0.0, 0.0], [0.1, 0.2, -0.1], [0.0, -0.1, -0.1], [0.2, 0.3, 0.3], [-0.1, -0.4, -0.6], [-0.3, 0.0, -0.2], [0.4, 0.1, -0.3], [-0.4, 0.2, 0.6], [0.0, 0.0, 0.0], [0.0, -0.1, 0.1], [0.0, -0.3, 0.2], [0.0, -0.1, 0.0], [0.3, 0.2, -0.5], [0.1, 1.0, -0.1], [0.0, -0.2, 0.0], [0.1, 0.1, 0.0], [0.0, 0.1, 0.1], [0.0, 0.0, 0.1], [0.0, -0.1, 0.0], [0.0, 0.1, 0.0], [0.0, 0.1, 0.0], [0.0, -0.1, -0.1], [-0.1, 0.0, 0.1], [-0.1, 0.3, 0.0], [0.6, 0.1, 0.0], [-0.1, -0.3, -0.1], [0.1, -0.1, 0.2], [-0.2, -0.1, -0.3], [0.0, 0.0, 0.0], [0.0, -0.1, 0.0], [0.1, 0.0, 0.1], [0.0, 0.1, 0.1], [0.0, -0.2, 0.1], [0.3, -0.4, 0.5], [-0.5, -0.2, -1.0], [0.1, 1.3, 0.0], [0.0, 0.0, 0.1], [0.5, -0.6, 0.9], [-0.3, 0.9, -0.8], [-0.8, 0.3, -0.4], [0.1, -1.0, -0.1], [-0.1, 0.9, 0.5], [-0.3, -0.3, 0.0], [0.7, -0.3, 0.1], [-0.2, -0.1, -0.2], [0.0, -0.1, 0.0], [0.0, 0.0, -0.1], [-0.1, 0.0, -0.1], [0.0, -0.2, 0.0], [0.0, -0.1, 0.1], [0.0, 0.0, 0.1], [0.0, 0.0, 0.0], [0.0, 0.1, 0.0], [0.0, -0.1, 0.2], [0.3, 0.2, 0.1], [0.2, 0.0, -0.1], [0.0, 0.1, 0.1], [-0.1, 0.0, 0.2], [0.0, -0.1, -0.1], [-0.1, 0.2, -0.1], [0.1, -0.1, 0.0], [0.0, -0.1, 0.1], [0.0, 0.0, 0.0]]}

No. 2
{"formula": "C47H56AuN4PSSi", "method": "ωB97M-V/def2-TZVPD", "spin_multiplicity": 1, "homo_lumo_gap_ev": 6.956, "e_lumo_ev": -0.283, "fmax_ev_per_a": 0.84, "mol_weight_g_mol": 965.09, "species": ["Au", "C", "C", "C", "C", "C", "C", "C", "C", "C", "C", "C", "C", "N", "C", "C", "C", "C", "C", "N", "C", "C", "C", "C", "H", "H", "H", "H", "H", "H", "H", "H", "H", "H", "H", "H", "H", "H", "H", "H", "H", "H", "H", "H", "H", "H", "H", "H", "H", "H", "H", "H", "H", "C", "Si", "C", "C", "C", "C", "C", "C", "N", "C", "S", "H", "H", "H", "H", "H", "H", "H", "H", "H", "H", "H", "H", "N", "P", "C", "C", "C", "C", "C", "C", "C", "C", "C", "C", "C", "C", "C", "C", "C", "C", "C", "C", "H", "H", "H", "H", "H", "H", "H", "H", "H", "H", "H", "H", "H", "H", "H"], "coordinates": [[0.4476, -0.1924, -0.7107], [0.5346, -2.8438, 5.1927], [-0.7506, -2.4698, 4.4489], [-0.8260, -3.1886, 3.0998], [-1.0490, -0.9687, 4.4421], [-1.4658, -0.4233, 5.6552], [-1.9976, 0.8508, 5.7342], [-2.2661, 1.5281, 4.5530], [-1.8806, 1.0230, 3.3174], [-2.4158, 1.7344, 2.0787], [-3.0593, 0.7523, 1.0993], [-1.4244, 2.6535, 1.3757], [-1.0991, -0.1527, 3.2959], [-0.3298, -0.4723, 2.1588], [0.8348, -0.9328, 2.4320], [1.7855, -1.4879, 1.5074], [2.9298, -2.1839, 1.8487], [3.4314, -2.7382, 0.6593], [2.5996, -2.3352, -0.3832], [1.6021, -1.5755, 0.1495], [2.6895, -2.7636, -1.8358], [1.6294, -3.8480, -2.0823], [2.4682, -1.6044, -2.8160], [4.0753, -3.3519, -2.1071], [0.5809, -3.9248, 5.3389], [0.5810, -2.3688, 6.1734], [1.4209, -2.5481, 4.6268], [-1.5757, -2.8747, 5.0442], [0.1081, -3.1330, 2.5395], [-1.6186, -2.7827, 2.4697], [-1.0379, -4.2448, 3.2762], [-1.3959, -1.0326, 6.5499], [-2.2766, 1.2764, 6.6889], [-2.8188, 2.4605, 4.5814], [-3.2224, 2.3693, 2.4599], [-2.3250, 0.0646, 0.6873], [-3.5299, 1.2930, 0.2735], [-3.8255, 0.1573, 1.6004], [-0.5892, 2.0908, 0.9653], [-1.0361, 3.4114, 2.0594], [-1.9141, 3.1696, 0.5453], [1.1634, -0.9929, 3.4742], [3.3082, -2.3179, 2.8508], [4.2985, -3.3689, 0.5619], [0.6306, -3.4649, -1.8735], [1.8086, -4.7119, -1.4400], [1.6589, -4.1768, -3.1244], [1.4310, -1.2693, -2.8218], [2.7052, -1.9415, -3.8278], [3.1037, -0.7502, -2.5748], [4.2945, -4.1925, -1.4489], [4.8509, -2.5954, -1.9802], [4.1187, -3.7145, -3.1355], [-3.2068, -2.1462, -4.7708], [-4.0667, -0.8900, -3.6897], [-4.8866, -1.7357, -2.2419], [-5.3440, 0.0380, -4.6911], [-2.7862, 0.3683, -3.1003], [-2.7616, 1.6769, -3.5701], [-1.7931, 2.5992, -3.1637], [-0.8389, 2.1934, -2.2597], [-0.8598, 0.9447, -1.8009], [-1.7721, 0.0424, -2.1914], [-1.4409, -1.4808, -1.3999], [-3.8806, -2.9747, -5.0004], [-2.3325, -2.5575, -4.2623], [-2.8769, -1.7056, -5.7132], [-5.8143, -2.2135, -2.5636], [-5.1240, -1.0327, -1.4413], [-4.2369, -2.5041, -1.8210], [-6.1642, -0.6354, -4.9477], [-4.9283, 0.4188, -5.6263], [-5.7702, 0.8793, -4.1407], [-3.5172, 1.9954, -4.2788], [-1.7806, 3.6090, -3.5469], [-0.0473, 2.8255, -1.8794], [1.8359, 1.2085, -0.8130], [3.0926, 2.0052, -0.4049], [2.8500, 3.7216, -0.9686], [2.4149, 3.9114, -2.2834], [2.1016, 5.1784, -2.7438], [2.2091, 6.2727, -1.8913], [2.6371, 6.0927, -0.5871], [2.9560, 4.8199, -0.1246], [4.6314, 1.4846, -1.2306], [5.3638, 2.3048, -2.0834], [6.5370, 1.8392, -2.6659], [6.9886, 0.5582, -2.3903], [6.2615, -0.2652, -1.5391], [5.0855, 0.1923, -0.9682], [3.6513, 2.2101, 1.3180], [2.7023, 2.2616, 2.3278], [3.0789, 2.4382, 3.6516], [4.4218, 2.5714, 3.9716], [5.3793, 2.5450, 2.9666], [4.9978, 2.3693, 1.6444], [2.3209, 3.0494, -2.9343], [1.7703, 5.3180, -3.7653], [1.9564, 7.2634, -2.2465], [2.7234, 6.9432, 0.0770], [3.2840, 4.6867, 0.8985], [5.0280, 3.3126, -2.2889], [7.1047, 2.4845, -3.3238], [7.9123, 0.2035, -2.8293], [6.6196, -1.2614, -1.3116], [4.5174, -0.4502, -0.3031], [1.6622, 2.1736, 2.0707], [2.3219, 2.4721, 4.4263], [4.7243, 2.7009, 5.0030], [6.4266, 2.6629, 3.2136], [5.7506, 2.3567, 0.8664]], "forces_ev_per_angstrom": [[-0.1, -0.3, -0.8], [0.0, 0.0, 0.0], [0.1, 0.0, 0.0], [0.0, -0.1, 0.0], [-0.1, 0.0, 0.1], [-0.1, 0.1, 0.0], [0.0, -0.1, -0.1], [-0.1, -0.1, 0.0], [0.0, 0.1, 0.0], [0.0, -0.1, 0.0], [0.0, 0.0, 0.1], [0.1, 0.1, 0.0], [0.1, 0.2, 0.1], [0.0, 0.0, -0.2], [0.1, 0.2, 0.0], [0.0, 0.2, 0.0], [0.0, -0.2, 0.0], [0.0, 0.1, -0.1], [0.2, 0.0, 0.1], [-0.2, 0.2, 0.1], [-0.1, 0.1, 0.1], [0.0, 0.0, 0.0], [0.1, 0.0, 0.0], [0.0, 0.0, 0.0], [0.0, 0.0, 0.0], [0.0, 0.0, 0.0], [0.0, -0.1, 0.1], [0.0, 0.0, 0.0], [-0.1, -0.1, 0.0], [0.0, 0.0, 0.0], [0.0, 0.0, 0.0], [0.0, 0.0, 0.0], [0.0, 0.0, 0.0], [0.0, 0.0, 0.0], [0.0, 0.0, 0.0], [0.0, 0.0, 0.0], [0.0, 0.0, 0.0], [0.0, 0.0, 0.0], [0.2, -0.1, 0.0], [0.1, 0.0, 0.0], [0.0, 0.0, 0.0], [0.1, 0.2, -0.1], [0.0, 0.0, 0.0], [0.0, 0.0, 0.0], [0.0, 0.0, 0.0], [0.0, 0.0, 0.0], [0.0, 0.0, 0.0], [0.0, 0.0, -0.1], [0.0, 0.0, 0.0], [-0.1, 0.0, 0.0], [0.0, 0.0, 0.0], [0.0, 0.0, 0.0], [0.0, 0.0, 0.0], [0.0, 0.0, 0.0], [0.0, -0.1, -0.1], [0.1, 0.0, 0.1], [0.0, 0.1, 0.0], [0.0, 0.0, 0.0], [0.0, 0.0, 0.0], [-0.1, 0.0, 0.0], [0.1, 0.1, 0.0], [0.1, -0.2, 0.1], [-0.2, 0.0, 0.0], [0.2, 0.0, 0.2], [0.0, 0.0, 0.0], [0.0, 0.0, 0.0], [0.0, 0.0, 0.0], [0.0, 0.0, 0.0], [0.0, 0.0, 0.0], [0.0, 0.0, 0.0], [0.0, 0.0, 0.0], [0.0, 0.0, 0.0], [0.0, 0.0, 0.0], [0.0, 0.0, 0.0], [0.0, 0.0, 0.0], [0.0, 0.0, 0.0], [0.2, 0.5, 0.5], [-0.2, -0.2, -0.4], [-0.2, 0.0, 0.0], [0.0, 0.0, 0.0], [0.0, 0.0, 0.0], [0.0, 0.0, 0.0], [0.0, 0.0, 0.0], [0.1, 0.0, -0.1], [0.0, 0.0, 0.0], [0.0, 0.0, 0.0], [0.0, 0.0, 0.0], [0.0, 0.0, 0.0], [0.0, 0.0, 0.0], [0.0, 0.0, 0.0], [0.1, -0.1, 0.0], [0.0, 0.0, 0.1], [-0.1, 0.0, 0.0], [0.0, 0.0, 0.0], [0.0, 0.0, 0.0], [0.0, 0.0, 0.0], [0.0, 0.0, 0.0], [0.0, 0.0, 0.0], [0.0, 0.0, 0.0], [0.0, 0.0, 0.0], [0.0, 0.0, 0.0], [0.0, 0.0, 0.0], [0.0, 0.0, 0.0], [0.0, 0.0, 0.0], [0.0, 0.0, 0.0], [0.0, 0.0, 0.0], [-0.4, -0.1, -0.1], [0.0, 0.0, 0.0], [0.0, 0.0, 0.0], [0.0, 0.0, 0.0], [0.0, 0.0, 0.0]]}